1.
24
Properties=species:S:1:pos:R:3:forces:R:3:mulliken_charge:R:1 method="wB97M-V/def2-TZVPD" total_charge=+2 e_tot_ev=-12391.4049 homo_energy_ev=-14.9 max_force_ev_per_a=4.0 relative_energy_kj_mol=244.5 gap_ev=8.77
C 0.521811 -0.114275 1.056924 -0.591 0.958 0.938 -0.4476
C -1.295615 2.641182 0.413154 -1.616 -1.681 -0.540 -0.1486
C 0.151940 1.044991 1.089484 0.591 -2.095 -0.074 0.2618
C -2.674427 0.537401 0.149815 0.382 -0.609 0.609 0.4145
C -3.699449 -1.715435 -0.345820 0.026 -0.158 1.222 -1.5945
C -3.364702 -0.344830 -0.840075 3.109 -1.131 -2.188 -0.2159
N -0.281970 2.298418 1.053625 0.978 -0.550 -0.036 -0.4525
N -2.321372 1.757654 -0.223233 1.812 1.256 1.368 -0.1894
N -2.398793 0.024312 1.340048 -1.458 -0.694 -2.360 -0.2223
N 8.428794 -0.769766 -0.861612 -1.776 0.447 3.519 -0.5941
H 0.669132 -1.142065 1.353640 0.314 0.442 -0.543 0.3900
H -1.394715 3.668853 0.306187 -1.126 1.724 -0.531 0.4498
H -4.296856 -1.550642 0.552138 -0.392 -0.550 0.092 0.4474
H -2.776111 -2.265566 -0.021384 -0.923 0.075 -0.746 0.3587
H -4.334473 -2.235852 -1.066641 0.479 -0.206 0.189 0.3625
H -4.178074 0.113380 -1.297644 -1.755 1.177 -0.356 0.4877
H -2.682836 -0.503791 -1.786017 -0.701 0.649 1.824 0.3485
H 8.252746 -1.654226 -0.241472 0.156 2.267 -0.800 0.4226
H -2.786776 2.104493 -1.033638 -0.091 0.411 -0.622 0.2656
H -2.239433 0.541954 2.158423 0.617 0.741 1.022 0.2953
H -2.736324 -0.931519 1.396353 0.247 0.249 0.741 0.1888
H 8.795112 0.104606 -0.309933 -0.742 -2.184 -1.034 0.4238
H 7.549861 -0.514514 -1.352028 0.579 -0.199 0.270 0.3910
H 9.092529 -1.094761 -1.490292 1.882 -0.337 -1.965 0.3567

2.
44
Properties=species:S:1:pos:R:3:forces:R:3:mulliken_charge:R:1 method="wB97M-V/def2-TZVPD" e_tot_ev=-42103.8337 homo_energy_ev=-8.0 max_force_ev_per_a=16.6 relative_energy_kj_mol=1757.8 gap_ev=7.47 smiles="O=C(C(=O)N1CCN(c2ccccc2Cl)CC1)c1c[nH]c2ccccc12"
O 3.345431 2.924882 0.810447 -0.440 -0.589 -1.339 -0.6528
C 2.885454 2.011508 0.130296 -2.825 5.023 1.195 0.4109
C 1.561365 2.250174 -0.769824 3.468 2.550 -5.958 0.5337
O 1.907384 2.426690 -2.114423 -2.789 -1.303 7.658 -0.6571
N 0.363411 2.604683 -0.185743 5.789 -0.023 -7.970 0.7000
C 0.029331 2.400094 1.001582 2.083 -0.690 13.745 -1.3026
C -0.710044 1.214588 1.341182 -2.414 -7.051 2.952 -0.3504
N -1.769791 1.014980 0.416350 -0.140 6.196 -2.809 0.2141
C -2.505182 0.003382 -0.026412 1.839 -7.983 4.845 0.4484
C -1.816910 -1.405983 0.316530 -8.398 -2.307 -2.650 -0.7380
C -2.615169 -2.782904 0.249505 0.560 11.636 -0.388 -1.1645
C -3.959478 -2.398031 0.026999 0.941 -12.091 0.819 0.0091
C -4.705905 -1.368969 0.088288 0.377 6.801 -1.188 -0.7468
C -3.864790 -0.197516 0.146137 -2.973 2.629 -1.404 0.5181
Cl -4.815225 1.426744 0.045629 0.317 -1.415 0.425 -0.2843
C -1.982925 2.370831 -0.449170 2.876 -15.919 -3.846 -1.8536
C -0.762415 2.732726 -0.903170 1.517 4.460 -12.756 -0.4750
C 3.265185 0.717051 0.237680 -0.490 -5.081 -0.537 0.0949
C 4.241148 0.162734 0.984718 0.266 -3.736 -1.293 -1.0415
N 4.297427 -1.327227 0.819004 2.717 5.930 3.741 -0.0851
C 3.198379 -1.736713 0.249279 -2.762 0.930 -1.514 -0.1310
C 2.854488 -3.092451 0.050736 -4.995 6.527 -4.784 -1.2992
C 1.826821 -3.164089 -1.046050 2.329 3.809 4.642 -0.6739
C 1.032910 -2.094924 -1.501819 2.101 -3.675 0.770 -0.8727
C 1.428160 -0.857534 -1.103032 -3.265 7.516 -1.767 1.1561
C 2.429958 -0.357919 -0.257259 1.496 -7.647 -0.026 0.7341
H 0.869676 2.480561 1.843675 -1.016 -0.355 -2.051 0.3209
H -0.569389 3.123549 1.439215 -1.344 2.495 0.183 0.4979
H -1.311563 1.166154 2.520151 2.348 0.609 -2.903 0.2566
H -0.099055 0.220108 1.264899 -0.449 1.877 0.635 0.2109
H -0.863506 -1.551552 0.449834 5.313 0.065 0.770 0.7697
H -2.135511 -3.672576 0.310036 0.904 -2.583 0.203 0.5435
H -4.540925 -3.429011 0.008361 0.439 1.923 -0.450 0.1374
H -5.729298 -1.299996 -0.265402 0.076 -0.060 0.701 0.3365
H -2.431222 2.945977 -0.006251 -8.403 10.889 8.868 0.8857
H -2.670687 1.856111 -1.102341 0.159 1.125 -1.331 0.8674
H -0.565298 2.216073 -2.079707 -0.267 1.264 3.402 0.3070
H -1.018335 3.897925 -1.327353 1.338 -2.346 1.135 0.1331
H 4.921282 0.636006 1.609023 1.285 0.717 0.807 0.5495
H 4.910907 -1.737604 1.546504 -0.898 -0.389 -1.101 0.2961
H 3.532262 -3.798695 0.130073 2.936 -3.623 0.995 0.5176
H 1.596624 -4.106591 -1.154112 -1.574 -4.854 -1.708 0.5670
H 0.258491 -2.510933 -2.151964 -0.153 1.528 0.029 0.3971
H 0.686549 0.087700 -1.592116 2.120 -2.780 1.254 -0.0847

3.
13
Properties=species:S:1:pos:R:3:forces:R:3:mulliken_charge:R:1 method="wB97M-V/def2-TZVPD" e_tot_ev=-6320.0159 homo_energy_ev=-8.6 max_force_ev_per_a=5.1 relative_energy_kj_mol=497.1 gap_ev=9.70
C 1.797699 0.210886 0.568459 0.391 0.092 0.286 -0.6939
O 0.897518 -0.817643 0.217948 0.201 -0.171 0.871 -0.3601
C -0.182414 -0.281032 -0.378133 1.815 1.843 -1.611 0.4352
C -1.546172 -0.821516 -0.535423 0.618 0.408 -1.622 -0.6308
C -1.352067 0.458104 0.242026 0.445 0.231 -0.238 -0.6349
H 1.329893 0.876385 1.303916 0.176 -0.015 -0.065 0.3023
H 2.094687 0.801190 -0.313141 -0.067 -0.168 0.144 0.3230
H 2.665701 -0.282067 0.997027 0.102 0.151 0.038 0.2187
H 0.201976 0.210007 -1.503297 0.174 -0.315 2.738 0.1049
H -0.897796 -0.466177 -1.566607 -4.589 -2.177 0.337 0.2097
H -1.989563 -1.769028 -0.177117 0.735 0.712 -0.571 0.2669
H -1.689687 1.398503 -0.193788 0.023 -0.127 0.164 0.1957
H -1.329778 0.482393 1.338128 -0.024 -0.465 -0.471 0.2633